Record 1
{"formula": "C28H23MnN4O5S", "method": "wB97M-V/def2-TZVPD", "species": ["Mn", "S", "O", "O", "O", "O", "O", "N", "N", "N", "N", "C", "C", "C", "C", "C", "C", "C", "C", "C", "C", "C", "C", "C", "C", "C", "C", "C", "C", "C", "C", "C", "C", "C", "C", "C", "C", "C", "C", "H", "H", "H", "H", "H", "H", "H", "H", "H", "H", "H", "H", "H", "H", "H", "H", "H", "H", "H", "H", "H", "H", "H"], "positions_angstrom": [[-0.08364, 0.65944, -0.57593], [2.42782, 1.79810, -1.45979], [-1.34648, 1.25551, -2.04523], [-0.28568, -0.56552, -2.31991], [1.49091, 1.37682, -2.47582], [3.83237, 1.62356, -1.69297], [-0.99879, 0.51907, -4.02126], [1.87492, 0.99363, -0.14316], [-0.85364, 0.40878, -2.84270], [0.77383, -0.62574, 1.65611], [-1.79975, -0.96408, -0.06496], [-1.95968, 1.40296, 1.79187], [4.35128, 1.23969, 2.58461], [0.04261, 2.68405, 1.51348], [2.06482, 3.53257, -1.19243], [-4.17303, -1.30113, 0.23963], [3.76323, 1.44132, 1.33596], [-2.07963, 1.98547, 3.06253], [-5.49951, 0.15883, 1.56898], [1.02713, 7.64326, -0.67449], [0.75256, 3.93621, -1.36741], [2.55102, 0.84265, 1.01746], [0.75241, -1.69142, 3.80425], [0.41942, 5.26637, -1.19354], [-4.37479, 0.91120, 1.83798], [0.22397, -1.43226, 2.53483], [-0.11469, 3.28117, 2.74987], [1.93351, -0.01989, 1.98626], [2.55424, -0.21562, 3.24849], [-3.03114, -0.55724, 0.52322], [3.76041, 0.44787, 3.53727], [-5.40126, -0.96763, 0.77488], [2.70685, 5.77763, -0.69810], [1.92141, -1.07999, 4.16373], [1.39131, 6.20328, -0.85835], [-0.81737, 1.69602, 1.00855], [-1.16796, 2.89484, 3.55592], [3.04868, 4.44600, -0.86313], [-3.10475, 0.55969, 1.36745], [-1.29001, 3.31012, 4.54580], [-6.44879, 0.45694, 1.98218], [-0.69747, -1.92832, 2.25476], [-4.48969, 1.81294, 2.41661], [4.20491, 0.31387, 4.51195], [-4.09032, -2.16610, -0.40385], [0.89128, 3.00944, 0.92857], [4.25597, 2.05400, 0.59835], [0.00907, 7.82907, -1.00507], [3.46765, 6.49920, -0.43811], [-1.98182, -1.52958, -0.89396], [1.70482, 8.28411, -1.23421], [5.28991, 1.73028, 2.80104], [-2.91181, 1.70110, 3.69022], [1.10050, 7.92063, 0.37603], [-6.26902, -1.57352, 0.56937], [-0.01099, 3.21194, -1.63055], [4.06921, 4.11324, -0.74855], [2.36725, -1.25098, 5.13270], [-1.23653, -1.52688, 0.57035], [0.59398, 4.02620, 3.07766], [-0.60620, 5.57506, -1.31673], [0.23499, -2.36538, 4.46886]], "atomic_forces_ev_per_a": [[-0.50, -0.94, 1.30], [0.08, -0.02, 0.47], [-0.24, 1.17, 1.06], [1.06, -0.88, 0.76], [-0.02, 0.21, -0.03], [-0.15, 0.20, 0.20], [0.04, 0.04, -0.43], [-0.60, 0.46, -2.01], [-1.17, -0.34, -2.21], [-0.28, -0.38, -0.14], [0.73, 0.14, -0.13], [0.29, -0.10, -0.45], [-0.04, -0.22, 0.60], [0.24, -0.18, -0.49], [0.21, -0.54, -0.24], [0.02, 0.05, 0.01], [-0.64, -0.17, -0.35], [0.08, -0.07, -0.01], [-0.02, 0.02, 0.05], [0.03, 0.01, 0.05], [-0.22, -0.03, -0.06], [0.79, 0.02, 1.10], [0.24, 0.03, 0.22], [0.16, -0.10, 0.04], [-0.02, -0.12, -0.07], [0.06, 0.18, -0.22], [-0.16, -0.03, 0.06], [0.49, 0.16, 0.31], [-0.15, 0.12, -0.32], [-0.35, 0.11, 0.31], [0.34, 0.20, -0.12], [0.04, 0.02, -0.06], [-0.08, -0.04, 0.05], [-0.26, -0.04, -0.17], [-0.01, -0.11, -0.05], [-0.08, 0.72, 0.89], [0.04, 0.06, -0.06], [0.13, -0.06, 0.10], [-0.17, -0.23, -0.24], [-0.03, 0.00, 0.07], [-0.17, 0.06, 0.02], [-0.12, -0.01, 0.03], [0.02, 0.08, 0.06], [0.12, -0.02, 0.07], [0.07, -0.09, -0.05], [-0.04, -0.11, 0.09], [0.07, 0.03, 0.01], [-0.05, 0.08, -0.03], [0.11, 0.06, 0.00], [0.20, 0.20, 0.18], [0.01, 0.10, -0.04], [0.05, 0.02, 0.03], [0.00, -0.06, 0.00], [-0.01, 0.07, 0.08], [-0.10, -0.07, -0.08], [0.03, 0.14, -0.11], [0.11, 0.00, -0.03], [0.05, 0.00, 0.09], [-0.14, 0.11, -0.16], [0.10, 0.07, 0.02], [-0.15, 0.07, -0.05], [-0.03, -0.05, 0.06]], "s_squared": 6.199, "homo_ev": [-7.89, -7.99], "total_charge": 0, "multiplicity": 5, "e_lumo_ev": [-1.21, -0.30]}

Record 2
{"formula": "C6H9BOS", "method": "wB97M-V/def2-TZVPD", "species": ["S", "O", "C", "C", "C", "C", "C", "C", "B", "H", "H", "H", "H", "H", "H", "H", "H", "H"], "positions_angstrom": [[-1.34266, 0.05536, -2.45517], [0.92044, -2.12639, -1.49762], [-0.18974, 1.34518, -0.57303], [-1.82436, 1.65996, -2.22509], [-0.22949, 0.04738, -1.04211], [-1.05244, 2.26850, -1.26220], [0.21634, -0.81604, 2.26113], [1.36482, -0.99156, 1.37307], [0.60951, -1.17851, -0.70973], [0.45489, -0.43032, 3.27443], [0.58689, 1.62458, 0.13782], [-2.65023, 2.09928, -2.74321], [2.03269, -1.92010, 1.73270], [-1.41858, 3.21022, -0.81874], [-0.47344, -0.02955, 1.93052], [1.51186, -2.95139, -1.40885], [-0.54454, -1.68987, 2.51561], [2.02805, -0.17673, 1.51049]], "atomic_forces_ev_per_a": [[0.23, -0.81, 0.80], [1.77, -4.51, -2.57], [0.42, -0.13, -0.56], [1.29, 0.05, 0.69], [-1.17, 1.15, -1.83], [-1.28, -0.25, 1.19], [-3.53, -0.30, 2.43], [0.69, -3.67, -2.44], [1.48, 2.59, 5.63], [0.40, -0.35, -0.29], [-0.54, 0.07, 0.21], [-0.17, 0.07, -0.32], [-1.51, 1.67, -1.13], [0.87, -0.25, -0.47], [0.11, -0.04, -0.38], [-1.55, 2.45, 0.45], [1.88, 1.21, -0.95], [0.62, 1.07, -0.47]], "homo_ev": -8.44, "total_charge": 0, "e_lumo_ev": 0.40}

Record 3
{"formula": "C20H36CaN8O2S3", "method": "wB97M-V/def2-TZVPD", "species": ["Ca", "S", "S", "S", "O", "O", "N", "N", "N", "N", "N", "N", "N", "N", "C", "C", "C", "C", "C", "C", "C", "C", "C", "C", "C", "C", "C", "C", "C", "C", "C", "C", "C", "C", "H", "H", "H", "H", "H", "H", "H", "H", "H", "H", "H", "H", "H", "H", "H", "H", "H", "H", "H", "H", "H", "H", "H", "H", "H", "H", "H", "H", "H", "H", "H", "H", "H", "H", "H", "H"], "positions_angstrom": [[0.40614, 0.00759, 0.26474], [-1.40437, -2.04748, 0.44748], [0.42664, -0.90789, -2.60289], [-2.41226, 0.04825, -2.40608], [2.49793, -1.12853, 1.02737], [3.14363, -1.17170, 3.08009], [-0.70907, -0.27841, 3.91828], [-1.57932, -0.01506, 2.87293], [-1.63041, -4.61861, 0.87032], [0.98870, -0.58977, 2.52447], [2.32235, -0.98096, 2.23455], [-0.88980, -4.02156, -1.21743], [1.31550, -0.41893, 4.90265], [-0.93251, 0.39444, -4.50383], [0.91316, 2.34940, -1.16161], [-1.65855, -6.05665, 0.62844], [3.68521, 1.66379, 1.38548], [3.40104, 1.61879, -1.47739], [1.44839, 2.70042, 3.01017], [-0.13747, 2.73167, -0.34525], [-0.78476, -5.38293, -1.65626], [-1.80747, -6.29810, -0.87461], [-1.12762, 3.36287, 1.80444], [2.30776, 1.95331, 0.80350], [-3.13115, 0.90255, -3.79965], [2.17248, 1.96729, -0.58090], [-1.25056, -3.68913, 0.01680], [-0.88696, -0.15151, -3.27476], [1.24392, 2.44690, 1.59122], [-0.05578, 2.75222, 1.02344], [0.62671, -0.40718, 3.76693], [-2.03018, 1.30916, -4.80087], [-1.36801, 3.24019, -1.00478], [0.78053, 2.67575, -2.64909], [0.59951, 2.27831, 3.61122], [-2.20206, 2.96027, -0.41004], [-1.17196, 4.40653, 1.63567], [3.80580, 1.30245, 2.48404], [-1.65782, 2.32533, -4.66750], [2.30530, -0.62783, 4.83324], [-0.76182, -6.56463, 0.99822], [-2.15073, 0.80180, 3.07911], [1.49559, 2.25996, -3.34005], [3.82022, 0.65583, -1.30806], [-2.04002, -0.87018, 2.57277], [-0.94210, -5.54585, -2.69967], [-2.08538, 2.91571, 1.53888], [-0.09966, 0.37688, -5.01937], [-1.01604, 3.26538, 2.89758], [-3.89747, 0.21242, -4.13887], [-1.02439, -0.66402, 4.81844], [-1.35458, 4.29669, -1.07600], [0.24047, -5.75462, -1.48581], [-0.21613, 2.41851, -3.08717], [-3.58065, 1.82513, -3.50481], [-1.47889, 2.83593, -2.02595], [2.32941, 2.20990, 3.41773], [4.18200, 0.95272, 0.75969], [1.47721, 3.73862, 3.11880], [3.15029, 1.52548, -2.52233], [4.24830, 2.58199, 1.26453], [0.86919, 3.77888, -2.77038], [-1.50948, -7.34119, -1.12799], [-1.86928, -4.33863, 1.82518], [-2.52356, -6.47566, 1.03761], [4.21002, 2.35359, -1.37825], [-2.87352, -6.10749, -1.23819], [0.99634, 0.08322, 5.73018], [-0.63381, -3.27239, -1.81835], [-2.52415, 1.24073, -5.82202]], "atomic_forces_ev_per_a": [[-0.23, -0.36, -0.23], [-0.33, 0.24, 0.58], [0.67, -0.21, -0.01], [1.25, -0.02, 0.01], [-0.01, 0.12, -0.24], [0.50, -0.16, 0.41], [-0.28, 0.20, 1.62], [0.59, 0.11, -0.27], [-0.12, -0.63, 1.55], [2.34, -0.61, -1.30], [-1.76, 0.54, 0.23], [-0.24, -0.19, 0.41], [1.09, 0.05, 0.15], [-1.10, -0.60, 1.29], [2.15, 0.04, -0.80], [0.92, 0.12, -1.98], [-0.13, -0.16, 1.35], [-1.02, 0.76, 0.12], [-0.82, -2.29, 1.54], [-0.69, -0.10, -1.20], [-0.07, -1.98, 1.22], [0.47, 0.34, -1.26], [-0.86, -0.95, 1.71], [-0.10, 0.59, 0.84], [-0.19, 0.51, -0.21], [0.00, -0.37, -2.02], [-0.32, 0.21, -0.75], [-0.96, 0.51, -0.36], [-1.28, -0.74, -1.35], [3.37, -0.37, 0.79], [-1.19, -0.16, 0.62], [-1.08, -0.93, -0.67], [-0.13, -1.05, -0.80], [-0.76, 0.50, -0.39], [0.58, 0.65, -0.39], [-1.01, -0.12, 0.19], [-0.21, 1.20, -0.40], [-0.57, 0.75, -2.02], [-0.31, 0.11, 0.09], [-0.21, 0.02, 0.15], [-0.13, 0.24, 0.13], [-0.11, -0.59, -0.01], [0.45, -0.35, 0.26], [0.34, -0.86, 0.83], [-0.35, 0.37, -0.02], [-0.32, 0.61, -0.79], [-0.14, 0.22, 0.08], [1.24, 0.03, -0.94], [0.04, -0.13, -0.52], [0.06, 0.25, -0.73], [-0.32, 0.54, -0.69], [0.03, 1.24, -0.06], [-0.29, 0.07, 0.19], [1.04, 0.13, 0.57], [-0.70, 0.41, 0.52], [-0.28, 0.32, 0.87], [0.12, 0.42, -0.10], [0.30, -0.54, -0.17], [0.19, 1.72, 0.77], [-0.32, 0.48, -0.26], [0.31, 0.25, 0.31], [-0.09, -0.55, 0.15], [-0.52, 0.66, 0.27], [0.17, 0.22, -0.82], [-1.18, -0.48, 1.29], [-0.29, -0.08, 0.08], [1.46, -0.20, 0.54], [-0.10, -0.38, -0.50], [0.18, 0.60, -0.45], [1.26, -0.19, 0.96]], "homo_ev": -13.73, "total_charge": 2, "e_lumo_ev": -5.43}

Summary of F_max in eV/A
2.5; 6.4; 3.5
(order as listed above)
Summary of E in eV
-87760.103; -19925.560; -88272.220
(order as listed above)
Summary of relative energy (zero: lowest compared OMol25 entry of this formula, charge and spin) in kJ/mol
89.9; 151.6; 0.0
(order as listed above)